Entry 1:
C3H15NO3 | the ωB97M-V functional and the def2-TZVPD basis

Geometry (Å):
C1 -1.77819 -0.98479 -0.61873
C2 -1.50058 -2.30721 0.05878
C3 -1.09021 -3.41990 -0.91541
N1 -0.68751 -0.39203 -1.46403
H1 -1.89388 -0.30112 0.19656
H2 -2.69862 -0.96908 -1.21551
H3 -2.42359 -2.64023 0.54304
H4 -0.71446 -2.20771 0.80860
H5 -1.90378 -3.71561 -1.57146
H6 -0.72916 -4.31505 -0.41631
H7 -0.24845 -3.09436 -1.53971
H8 -1.01395 0.53524 -1.70221
H9 -0.82520 -0.86692 -2.35865
H10 3.18927 3.85939 2.40924
H11 3.62378 2.66124 1.54059
O1 3.85941 3.55908 1.79200
H12 -0.12896 2.72565 -1.80513
H13 1.11754 2.82291 -2.71130
O2 0.22911 2.46374 -2.66502
H14 1.11349 2.12746 4.05064
H15 2.62456 2.12571 4.07975
O3 1.87938 2.33359 3.50425

orbital gap	9.908	eV
E_LUMO	0.4	eV
ΔE to the lowest compared entry with this formula, charge and spin	1.089	eV

Results of the natural (NBO) charge analysis, in e, for atoms 1 through 5:
1. C -0.22
2. C -0.40
3. C -0.61
4. N -0.82
5. H 0.18

Entry 2:
C3H15NO3 | the ωB97M-V functional and the def2-TZVPD basis

Geometry (Å):
C1 2.74997 0.43917 0.99864
C2 1.77649 1.52312 0.43028
C3 2.50490 2.45539 -0.51096
N1 0.54263 0.97034 -0.11207
H1 3.76956 0.80246 0.75080
H2 2.67320 0.13210 2.03510
H3 2.73828 -0.53338 0.44178
H4 1.44425 2.07776 1.32067
H5 1.85332 3.22739 -0.95562
H6 3.25817 3.07515 -0.03594
H7 2.94283 1.88587 -1.35897
H8 0.03646 0.34543 0.48661
H9 0.60766 0.49750 -1.00508
H10 -3.84783 -3.62652 3.46464
H11 -3.48634 -4.05001 1.94444
O1 -3.16729 -3.79515 2.81311
H12 -0.65600 0.14749 -4.89297
H13 -1.32733 1.59683 -5.05105
O2 -0.63930 1.06425 -4.62596
H14 -1.82772 -1.24870 1.56270
H15 -2.58506 -2.50117 1.68667
O3 -2.60096 -1.67276 1.16580

orbital gap	9.427	eV
E_LUMO	0.7	eV
ΔE to the lowest compared entry with this formula, charge and spin	1.357	eV

Results of the natural (NBO) charge analysis, in e, for atoms 1 through 5:
1. C -0.64
2. C -0.05
3. C -0.62
4. N -0.84
5. H 0.21

Entry 3:
C3H15NO3S | the ωB97M-V functional and the def2-TZVPD basis

Geometry (Å):
C1 1.14389 -0.29405 -0.22355
C2 0.43113 -1.58983 -0.18045
C3 -0.15641 -1.81237 -1.58110
S1 -0.79486 -0.23285 -2.04611
N1 1.92886 -0.15872 0.91776
H1 1.72586 -0.19688 -1.10933
H2 0.37584 0.54198 -0.25150
H3 -0.33970 -1.45835 0.58084
H4 1.10945 -2.37070 0.10629
H5 0.72778 -2.03405 -2.14973
H6 -0.88163 -2.62198 -1.60121
H7 1.35580 1.68408 -3.74244
H8 2.34002 0.74004 0.88099
H9 1.40556 -0.22025 1.76741
H10 1.78939 1.26833 -3.40024
H11 -1.68081 1.69423 -0.69127
O1 -2.01997 2.39333 -0.12620
H12 -1.28735 0.32091 2.17977
H13 -2.61251 -0.39114 2.87901
O2 -2.28641 0.04648 2.08779
H14 -0.02166 1.64660 2.82351
H15 -2.28908 1.96142 0.78354
O3 0.03681 1.08376 2.09622

orbital gap	4.296	eV
E_LUMO	-4.4	eV
ΔE to the lowest compared entry with this formula, charge and spin	6.798	eV

Results of the natural (NBO) charge analysis, in e, for atoms 1 through 5:
1. C -0.23
2. C -0.41
3. C -0.59
4. S 0.27
5. N -0.60